63
Properties=species:S:1:pos:R:3:forces:R:3:lowdin_charge:R:1 method="wB97M-V/def2-TZVPD" spin_multiplicity=1 e_above_lowest_kj_mol=194.6 total_charge=0 lumo_ev=0.5368 smiles="CCN(CC)CCCN/C=C1/C(=O)NC(=O)N(CCc2ccc(OC)c(OC)c2)C1=O" gap_ev=8.64 max_force_ha_per_bohr=0.012
O 0.2201 2.0036 -0.5025 -0.1 -0.1 0.4 -0.0954
O -2.4972 -0.1853 -2.0008 0.1 0.1 -0.2 0.0438
O -6.3788 -0.5718 0.3205 -0.3 0.2 0.1 0.0971
O -3.0494 -3.4215 1.3760 0.0 -0.2 0.2 0.0632
O 0.3823 0.7750 1.7715 -0.2 0.3 -0.3 -0.1060
N -4.7209 -2.0445 0.7365 -0.2 -0.3 0.3 0.2135
N -4.4318 -0.3424 -0.8279 -0.3 0.1 -0.3 0.0602
N 4.0808 -0.5039 0.1604 0.0 -0.1 0.0 -0.2010
N -0.4337 -1.7075 -1.3132 -0.3 0.3 -0.2 0.0560
C 5.3048 -1.0903 0.6598 0.2 -0.1 -0.1 -0.2541
C -3.3711 1.8529 0.3476 -0.1 0.2 0.3 -0.2371
C -0.9659 1.7985 0.1430 0.1 0.0 0.1 -0.1897
C 1.8139 -1.0460 -0.5779 0.3 -0.4 -0.3 -0.1515
C -3.1381 -0.7486 -1.1157 0.2 -0.5 0.1 -0.3596
C 0.1818 2.5858 -1.7823 0.0 0.1 -0.2 -0.0738
C -4.7066 2.0423 -0.3157 0.1 -0.2 -0.1 -0.1031
C -1.2860 -2.2268 -0.4622 -0.3 0.0 -0.1 -0.0015
C 6.3529 -1.4520 -0.4015 -0.3 0.1 0.2 -0.0841
C -4.8903 0.9303 -1.3688 -0.2 0.2 -0.1 -0.1015
C 4.1963 0.8804 -0.2734 -0.1 0.2 0.3 -0.2458
C 0.9650 -2.0348 -1.3809 0.6 0.2 0.2 -0.1669
C -5.2551 -0.9539 0.0942 0.2 -0.3 0.0 -0.4845
C -3.4194 -2.5149 0.6576 0.1 0.2 -0.2 -0.4399
C -2.2042 2.1667 -0.3453 0.2 0.1 0.2 0.0216
C -2.0353 0.8621 2.0892 0.3 -0.1 0.1 -0.0034
C -2.6076 -1.8354 -0.3296 0.1 0.0 0.0 -0.0547
C 0.5390 0.0872 2.9878 0.0 -0.1 0.2 -0.0786
C -0.8776 1.1265 1.3812 0.1 0.0 -0.1 -0.1977
C 3.3069 -1.3553 -0.7126 -0.3 0.1 0.1 -0.2150
C -3.2733 1.2131 1.5682 -0.1 0.2 -0.1 -0.0395
C 3.5241 1.8232 0.7228 0.1 -0.1 -0.3 -0.0690
H -0.9436 -3.0324 0.1792 0.1 0.0 0.0 0.1506
H -0.4281 1.9936 -2.4725 0.0 0.0 0.0 0.0953
H -2.2891 2.6660 -1.2966 0.0 0.0 -0.2 0.1196
H 6.6296 -0.5769 -0.9853 0.1 0.1 -0.1 0.0642
H -0.2009 3.6110 -1.7481 0.0 0.0 0.0 0.0990
H 1.6090 -0.0304 -0.9135 -0.1 0.1 0.0 0.0996
H 3.9736 1.7046 1.7054 0.1 0.0 0.1 0.0716
H 1.6081 -0.1004 3.0785 -0.1 0.0 0.0 0.0934
H 2.4632 1.6068 0.7983 -0.1 0.0 0.0 0.0426
H 5.9680 -2.2101 -1.0794 0.0 -0.1 -0.1 0.0632
H 5.2512 1.1621 -0.3747 0.0 -0.1 -0.1 0.1079
H -5.9409 0.8332 -1.6452 0.1 0.0 0.0 0.1279
H -5.3270 -2.4955 1.4125 0.1 0.1 -0.1 0.1697
H 1.2147 2.6038 -2.1281 -0.1 0.0 0.0 0.0918
H 5.7385 -0.3815 1.3697 0.0 -0.1 0.1 0.1137
H 1.2717 -2.0184 -2.4311 0.0 -0.1 0.1 0.1294
H 3.4777 -2.3926 -0.4114 0.0 0.0 0.0 0.1238
H -5.5047 1.9652 0.4227 0.0 0.1 0.0 0.1124
H -1.9928 0.3563 3.0401 0.1 -0.1 0.1 0.1087
H 1.5412 -1.0987 0.4749 -0.1 0.0 0.0 0.1119
H 3.7336 1.0027 -1.2583 0.1 0.0 0.0 0.1106
H 5.0371 -1.9940 1.2171 0.1 0.1 0.1 0.1122
H 1.1080 -3.0475 -0.9929 0.0 0.0 -0.1 0.1282
H -4.7749 3.0110 -0.8117 -0.1 0.0 0.0 0.1191
H -4.1677 0.9662 2.1213 -0.1 0.0 0.1 0.1195
H -0.0015 -0.8657 2.9852 0.0 0.0 0.0 0.0971
H -4.2825 1.1286 -2.2520 -0.1 0.0 0.1 0.1219
H -0.8020 -0.9236 -1.8591 0.0 -0.2 0.1 0.1283
H 3.6034 -1.2604 -1.7733 0.0 -0.1 0.0 0.1255
H 3.6516 2.8555 0.4047 0.0 0.2 0.0 0.0714
H 0.2035 0.6898 3.8380 0.0 0.0 0.0 0.0989
H 7.2465 -1.8409 0.0796 0.1 -0.1 0.0 0.0689